[1]
{"formula": "C30H46BClF4NO2SbSi3Tl", "method": "wB97M-V/def2-TZVPD", "elements": ["Tl", "C", "O", "C", "C", "C", "C", "C", "C", "N", "C", "C", "C", "C", "C", "C", "C", "O", "H", "H", "H", "H", "H", "H", "H", "H", "H", "H", "H", "H", "H", "Cl", "C", "C", "C", "C", "C", "C", "C", "H", "H", "H", "H", "H", "H", "C", "Si", "C", "C", "Sb", "Si", "C", "C", "C", "Si", "C", "C", "C", "H", "H", "H", "H", "H", "H", "H", "H", "H", "H", "H", "H", "H", "H", "H", "H", "H", "H", "H", "H", "H", "H", "H", "H", "H", "H", "H", "F", "B", "F", "F", "F"], "xyz": [[-0.472, -0.155, 0.819], [-1.739, 0.512, -7.717], [-1.150, 0.734, -6.440], [0.108, 0.275, -6.239], [0.938, -0.250, -7.222], [2.205, -0.701, -6.879], [2.646, -0.657, -5.565], [1.818, -0.142, -4.581], [0.571, 0.351, -4.922], [-0.354, 0.829, -3.956], [-0.166, 1.400, -2.800], [0.977, 2.028, -2.246], [2.104, 2.447, -2.996], [3.140, 3.108, -2.403], [3.085, 3.368, -1.017], [2.002, 3.002, -0.267], [0.892, 2.335, -0.849], [-0.145, 2.028, -0.129], [-1.721, -0.549, -7.973], [-1.226, 1.090, -8.487], [-2.767, 0.850, -7.634], [0.606, -0.309, -8.247], [2.849, -1.098, -7.651], [3.627, -1.028, -5.304], [2.128, -0.140, -3.545], [-1.306, 0.525, -4.140], [-1.048, 1.401, -2.169], [2.129, 2.268, -4.062], [3.987, 3.439, -2.985], [3.912, 3.882, -0.543], [1.951, 3.231, 0.791], [-0.833, -3.357, 0.997], [0.310, -3.302, -0.315], [0.156, -4.170, -1.378], [1.025, -4.075, -2.451], [2.021, -3.106, -2.460], [2.139, -2.226, -1.400], [1.289, -2.311, -0.296], [1.419, -1.355, 0.815], [-0.647, -4.892, -1.368], [0.916, -4.752, -3.288], [2.701, -3.038, -3.298], [2.908, -1.462, -1.406], [2.215, -0.624, 0.727], [1.269, -1.745, 1.816], [-4.624, -1.674, 1.671], [-3.898, -0.407, 2.829], [-5.197, 0.411, 3.898], [-2.547, -1.124, 3.910], [-2.754, 1.378, 1.376], [-4.459, 2.490, -0.238], [-5.303, 1.330, -1.418], [-3.487, 3.841, -1.090], [-5.672, 3.192, 0.999], [-1.523, 3.091, 2.853], [0.017, 2.202, 3.438], [-1.167, 4.589, 1.805], [-2.662, 3.485, 4.283], [-4.786, -2.608, 2.215], [-3.975, -1.884, 0.819], [-5.588, -1.341, 1.283], [-5.639, -0.332, 4.566], [-6.004, 0.834, 3.300], [-4.777, 1.206, 4.515], [-2.956, -1.950, 4.497], [-2.155, -0.382, 4.608], [-1.712, -1.527, 3.330], [-4.644, 0.569, -1.821], [-5.696, 1.929, -2.244], [-6.145, 0.833, -0.934], [-2.473, 3.526, -1.340], [-3.410, 4.720, -0.448], [-3.989, 4.143, -2.011], [-6.227, 2.405, 1.510], [-6.397, 3.812, 0.464], [-5.190, 3.819, 1.751], [0.722, 2.077, 2.614], [-0.222, 1.220, 3.854], [0.512, 2.780, 4.223], [-0.695, 4.294, 0.868], [-0.496, 5.269, 2.335], [-2.085, 5.135, 1.582], [-2.854, 2.602, 4.895], [-3.620, 3.878, 3.939], [-2.205, 4.240, 4.927], [-2.481, -2.552, -1.594], [-2.221, -1.240, -1.897], [-3.002, -0.382, -1.095], [-2.405, -0.942, -3.241], [-0.842, -0.919, -1.547]], "lowdin_charge": [0.90, -0.05, -0.07, -0.22, 0.00, -0.06, -0.07, -0.03, -0.14, 0.16, 0.03, -0.12, -0.03, -0.07, -0.05, -0.01, -0.37, -0.31, 0.10, 0.10, 0.10, 0.11, 0.11, 0.11, 0.11, 0.15, 0.13, 0.11, 0.11, 0.11, 0.11, 0.76, -0.60, -0.08, -0.05, -0.07, -0.04, -0.37, -0.18, 0.12, 0.11, 0.10, 0.12, 0.06, 0.04, -0.19, 0.33, -0.21, -0.22, 1.03, 0.40, -0.18, -0.20, -0.21, 0.35, -0.22, -0.20, -0.21, 0.05, 0.02, 0.04, 0.04, 0.02, 0.02, 0.05, 0.03, -0.01, 0.02, 0.05, 0.04, 0.02, 0.03, 0.04, 0.02, 0.05, 0.02, 0.01, 0.02, 0.05, 0.02, 0.04, 0.03, 0.02, 0.03, 0.04, 0.16, -1.28, 0.01, 0.15, 0.02], "homo_lumo_gap_ha": 0.2619, "largest_force_ha_per_bohr": 0.0252, "multiplicity": 1, "charge": 1}

---

[2]
{"formula": "C30H46BaBrN3P2", "method": "wB97M-V/def2-TZVPD", "elements": ["N", "C", "C", "C", "C", "C", "C", "Ba", "P", "C", "C", "C", "C", "C", "C", "C", "Br", "H", "H", "H", "H", "H", "H", "H", "H", "H", "H", "P", "C", "C", "H", "H", "H", "H", "H", "C", "C", "H", "H", "H", "H", "H", "C", "C", "H", "H", "H", "H", "H", "C", "C", "H", "H", "H", "H", "H", "C", "C", "H", "H", "H", "H", "H", "C", "C", "H", "H", "H", "H", "H", "N", "C", "C", "C", "C", "C", "N", "H", "H", "H", "H", "H", "H"], "xyz": [[-7.063, 5.497, -5.680], [-6.700, 6.090, -4.545], [-5.947, 5.436, -3.564], [-5.541, 4.105, -3.790], [-5.913, 3.497, -5.011], [-6.693, 4.238, -5.912], [-4.749, 3.411, -2.770], [0.592, 0.335, 1.714], [6.316, -1.144, 0.148], [-3.560, 2.812, -3.029], [-2.745, 2.148, -2.037], [-1.627, 1.409, -2.510], [-0.806, 0.722, -1.573], [-1.157, 0.753, -0.238], [-2.200, 1.525, 0.265], [-3.044, 2.231, -0.652], [2.160, -1.791, 3.191], [-5.142, 3.421, -1.747], [-3.132, 2.822, -4.043], [-5.661, 5.965, -2.655], [-5.649, 2.464, -5.245], [-7.012, 7.124, -4.391], [-7.026, 3.791, -6.852], [-1.440, 1.369, -3.600], [-3.915, 2.827, -0.308], [0.068, 0.175, -1.909], [-2.389, 1.584, 1.331], [-0.337, -2.265, 0.166], [5.763, 0.624, 0.269], [6.830, 1.626, -0.177], [5.482, 0.793, 1.320], [4.868, 0.718, -0.364], [6.635, 2.596, 0.293], [7.841, 1.307, 0.105], [6.802, 1.777, -1.262], [5.492, -1.579, -1.463], [6.145, -2.736, -2.219], [5.542, -0.662, -2.071], [4.437, -1.802, -1.245], [5.850, -2.689, -3.274], [7.240, -2.690, -2.174], [5.819, -3.707, -1.829], [5.179, -1.925, 1.391], [5.874, -2.302, 2.705], [4.739, -2.814, 0.914], [4.369, -1.207, 1.592], [5.289, -3.081, 3.207], [6.895, -2.674, 2.544], [5.914, -1.443, 3.385], [-0.259, -3.683, 1.381], [-1.416, -4.681, 1.454], [-0.156, -3.144, 2.341], [0.707, -4.207, 1.255], [-2.337, -4.209, 1.818], [-1.607, -5.140, 0.476], [-1.152, -5.482, 2.161], [0.784, -2.825, -1.221], [0.249, -2.767, -2.659], [1.186, -3.831, -0.994], [1.627, -2.115, -1.125], [-0.243, -3.713, -2.920], [-0.465, -1.950, -2.817], [1.073, -2.608, -3.371], [-2.054, -2.259, -0.536], [-3.135, -1.709, 0.415], [-2.323, -3.268, -0.905], [-2.009, -1.582, -1.405], [-3.866, -1.123, -0.163], [-3.677, -2.526, 0.911], [-2.751, -1.027, 1.191], [-0.275, -1.046, 5.334], [-0.548, 0.264, 5.221], [-0.812, 1.053, 6.356], [-1.239, 2.360, 6.174], [-1.327, 2.876, 4.871], [-0.970, 2.078, 3.788], [-0.606, 0.779, 3.969], [-0.096, -1.652, 4.548], [-0.097, -1.391, 6.283], [-0.711, 0.555, 7.321], [-1.512, 2.971, 7.032], [-1.677, 3.887, 4.673], [-0.997, 2.437, 2.741]], "lowdin_charge": [0.06, -0.13, -0.02, -0.23, -0.01, -0.13, -0.02, 1.52, 1.24, -0.05, -0.21, 0.01, -0.14, -0.33, -0.13, 0.02, -0.16, 0.12, 0.13, 0.11, 0.11, 0.11, 0.11, 0.13, 0.13, 0.09, 0.08, 0.84, -0.38, -0.14, 0.09, 0.09, 0.08, 0.08, 0.08, -0.37, -0.14, 0.09, 0.09, 0.09, 0.08, 0.08, -0.42, -0.15, 0.09, 0.00, 0.07, 0.07, 0.08, -0.44, -0.13, -0.01, 0.08, 0.07, 0.08, 0.08, -0.40, -0.14, 0.08, 0.04, 0.09, 0.05, 0.08, -0.40, -0.14, 0.09, 0.05, 0.08, 0.07, 0.05, 0.13, -0.40, 0.01, -0.03, -0.06, -0.21, -0.16, 0.01, 0.13, 0.13, 0.13, 0.11, 0.06], "homo_lumo_gap_ha": [0.2094, 0.1254], "largest_force_ha_per_bohr": 0.0780, "multiplicity": 1, "charge": 2}

---

[3]
{"formula": "C30H46BrCoN3P2", "method": "wB97M-V/def2-TZVPD", "elements": ["N", "C", "C", "C", "C", "C", "C", "Co", "P", "C", "C", "C", "C", "C", "C", "C", "Br", "H", "H", "H", "H", "H", "H", "H", "H", "H", "H", "P", "C", "C", "H", "H", "H", "H", "H", "C", "C", "H", "H", "H", "H", "H", "C", "C", "H", "H", "H", "H", "H", "C", "C", "H", "H", "H", "H", "H", "C", "C", "H", "H", "H", "H", "H", "C", "C", "H", "H", "H", "H", "H", "N", "C", "C", "C", "N", "C", "C", "H", "H", "H", "H", "H", "H"], "xyz": [[-1.054, 7.105, -0.872], [-0.428, 6.701, 0.231], [0.610, 5.771, 0.187], [1.011, 5.255, -1.068], [0.365, 5.748, -2.233], [-0.691, 6.655, -2.073], [1.955, 4.171, -1.141], [0.669, -0.973, -0.447], [0.117, -3.193, 0.484], [2.381, 3.608, -2.313], [2.770, 2.242, -2.318], [2.254, 1.354, -3.303], [1.865, 0.110, -2.838], [1.901, -0.071, -1.448], [2.980, 0.470, -0.731], [3.401, 1.719, -1.153], [2.146, -2.717, -1.413], [2.324, 3.785, -0.182], [2.372, 4.138, -3.272], [1.105, 5.442, 1.101], [0.685, 5.424, -3.224], [-0.738, 7.133, 1.184], [-1.248, 7.017, -2.949], [2.114, 1.672, -4.334], [4.116, 2.301, -0.580], [1.586, -0.707, -3.501], [3.420, -0.092, 0.098], [-1.435, -0.112, -1.039], [1.629, -3.429, 1.596], [2.127, -4.817, 1.979], [1.400, -2.839, 2.502], [2.465, -2.917, 1.088], [2.974, -4.701, 2.673], [1.386, -5.448, 2.475], [2.515, -5.366, 1.106], [-0.527, -4.259, -0.903], [-0.038, -5.698, -0.826], [-0.190, -3.789, -1.844], [-1.635, -4.206, -0.889], [0.173, -6.070, -1.836], [0.882, -5.795, -0.233], [-0.799, -6.359, -0.388], [-1.207, -3.519, 1.694], [-1.119, -4.886, 2.358], [-2.143, -3.433, 1.138], [-1.163, -2.708, 2.427], [-2.120, -5.217, 2.666], [-0.712, -5.660, 1.694], [-0.498, -4.850, 3.261], [-3.031, -0.016, -0.100], [-3.570, -1.323, 0.478], [-3.767, 0.389, -0.813], [-2.929, 0.735, 0.698], [-4.545, -1.137, 0.954], [-3.708, -2.105, -0.284], [-2.907, -1.707, 1.263], [-2.113, -0.869, -2.590], [-1.209, -0.858, -3.803], [-3.065, -0.357, -2.796], [-2.367, -1.905, -2.307], [-1.541, -1.616, -4.513], [-1.215, 0.100, -4.325], [-0.183, -1.097, -3.540], [-0.995, 1.660, -1.338], [-1.627, 2.677, -0.388], [-1.249, 1.885, -2.384], [0.103, 1.745, -1.277], [-1.421, 3.695, -0.740], [-2.717, 2.570, -0.314], [-1.198, 2.598, 0.622], [0.499, 1.605, 5.364], [0.437, 1.079, 4.116], [-0.708, 0.407, 3.637], [-0.729, -0.065, 2.335], [0.356, -0.010, 1.511], [1.414, 0.708, 1.951], [1.519, 1.225, 3.230], [-0.258, 1.517, 6.025], [1.320, 2.102, 5.686], [-1.563, 0.272, 4.297], [-1.649, -0.506, 1.942], [2.232, 0.885, 1.271], [2.425, 1.732, 3.542]], "lowdin_charge": [0.08, -0.12, -0.01, -0.22, 0.00, -0.11, 0.01, 0.22, 0.85, -0.01, -0.19, 0.03, -0.12, -0.39, -0.10, 0.01, 0.62, 0.13, 0.14, 0.12, 0.11, 0.12, 0.12, 0.14, 0.14, 0.09, 0.13, 0.98, -0.41, -0.13, 0.09, 0.00, 0.09, 0.06, 0.08, -0.43, -0.14, 0.01, 0.09, 0.09, 0.05, 0.08, -0.41, -0.12, 0.05, 0.06, 0.09, 0.06, 0.08, -0.38, -0.13, 0.10, 0.07, 0.10, 0.08, 0.02, -0.37, -0.13, 0.10, 0.08, 0.09, 0.08, 0.02, -0.35, -0.12, 0.10, 0.05, 0.07, 0.07, 0.08, 0.16, -0.29, 0.02, -0.13, -0.03, -0.12, 0.01, 0.12, 0.12, 0.13, 0.07, 0.07, 0.12], "homo_lumo_gap_ha": [0.2126, 0.2112], "largest_force_ha_per_bohr": 0.0782, "multiplicity": 4, "s2": 3.91, "charge": 2}